Record 1
{"formula": "C25H47N4O3PdSSbSi", "method": "ωB97M-V/def2-TZVPD", "de_lowest_kj_mol": 0.0, "orbital_gap_ev": 5.722, "total_energy_ha": -2481.453391, "charge": -2, "species": ["Pd", "C", "C", "N", "N", "C", "S", "N", "N", "H", "H", "H", "H", "H", "H", "C", "C", "C", "C", "C", "C", "C", "C", "C", "C", "O", "O", "H", "H", "H", "H", "H", "H", "H", "H", "H", "H", "H", "C", "C", "C", "Sb", "C", "C", "C", "C", "C", "C", "H", "H", "H", "H", "H", "H", "H", "H", "H", "H", "H", "H", "H", "H", "H", "H", "H", "H", "H", "H", "H", "C", "Si", "C", "C", "O", "H", "H", "H", "H", "H", "H", "H", "H", "H"], "positions_angstrom": [[0.44044, -0.08864, 0.27866], [1.53851, 4.96453, -0.25211], [1.92288, 3.53057, -0.19537], [2.99578, 3.06742, 0.34735], [2.86369, 1.67007, 0.27796], [1.72410, 1.29046, -0.46744], [1.77267, 0.10246, -1.74158], [1.10601, 2.55322, -0.67852], [0.04781, 2.76249, -1.55736], [2.41107, 5.58920, -0.07221], [0.78491, 5.16904, 0.51126], [1.09784, 5.17786, -1.22490], [3.71655, 1.17567, 0.09119], [-0.77566, 2.37655, -1.08717], [0.23388, 2.13589, -2.34164], [-8.16078, 0.51193, -0.61727], [-6.72853, 0.73722, -0.19822], [-5.93664, -0.31188, 0.25078], [-4.61907, -0.10643, 0.65096], [-3.74011, -1.23684, 1.11301], [-4.09397, 1.18433, 0.60429], [-4.86666, 2.24839, 0.14244], [-4.25808, 3.62363, 0.05259], [-6.17905, 2.01334, -0.25226], [-2.65693, 1.43253, 1.05828], [-2.49818, 1.61944, 2.28593], [-1.79334, 1.38353, 0.15380], [-8.37122, -0.55072, -0.74568], [-8.37762, 1.01696, -1.56108], [-8.85408, 0.90419, 0.13257], [-6.35675, -1.31330, 0.29058], [-4.25703, -2.19643, 1.07156], [-3.41180, -1.05708, 2.13951], [-2.83428, -1.29570, 0.50026], [-3.53807, 3.65881, -0.76805], [-3.71156, 3.85390, 0.96844], [-5.02095, 4.38635, -0.11490], [-6.78730, 2.84152, -0.60804], [-0.93314, 1.93547, 5.13815], [-0.67524, 0.46662, 4.82151], [-1.97276, -0.32573, 4.91198], [0.27221, 0.27545, 2.82775], [2.29053, 0.94138, 3.54245], [2.38327, 2.46460, 3.59132], [2.75078, 0.33304, 4.86006], [0.77472, -1.86894, 3.19130], [2.00427, -2.25063, 2.37157], [-0.40429, -2.76146, 2.80641], [-1.40236, 2.04784, 6.12536], [-1.60132, 2.35829, 4.38566], [-0.00851, 2.51426, 5.13829], [0.05296, 0.05296, 5.52554], [-2.66012, -0.00412, 4.12626], [-2.45954, -0.15720, 5.88221], [-1.79237, -1.39654, 4.81203], [2.93368, 0.59210, 2.73430], [1.85515, 2.85794, 4.46425], [1.95305, 2.91349, 2.69768], [3.42664, 2.79694, 3.65478], [2.11326, 0.66588, 5.68464], [3.77886, 0.64294, 5.09424], [2.72588, -0.75882, 4.83285], [0.99512, -1.97886, 4.26184], [1.81720, -2.06044, 1.31143], [2.21606, -3.32265, 2.46866], [2.89542, -1.69739, 2.67902], [-0.58640, -2.68771, 1.72994], [-1.32340, -2.49484, 3.33380], [-0.18269, -3.81410, 3.03133], [1.54556, -4.20510, -0.91621], [-0.13446, -3.36111, -1.33282], [-1.34420, -4.85168, -1.27559], [0.05819, -2.96566, -3.19375], [-0.57715, -2.17216, -0.42002], [1.80068, -4.98830, -1.63886], [1.53034, -4.66397, 0.07733], [2.35232, -3.46553, -0.92880], [-1.00158, -5.66517, -1.92584], [-2.35072, -4.56702, -1.59830], [-1.42570, -5.25010, -0.25936], [0.40859, -3.81930, -3.78389], [0.78325, -2.15558, -3.30578], [-0.88529, -2.61739, -3.62584]], "atomic_forces_ev_per_a": [[0.00, -0.54, -1.37], [0.02, -0.09, 0.00], [0.01, -0.02, -0.19], [0.18, 0.13, 0.02], [-0.20, 0.16, 0.24], [-0.05, 0.35, 0.06], [-0.06, -0.27, 0.10], [0.19, 0.04, 0.32], [-0.12, 0.01, 0.08], [0.01, -0.02, 0.01], [-0.03, 0.04, -0.04], [0.00, 0.07, 0.02], [0.07, -0.04, -0.06], [-0.10, -0.02, 0.00], [0.02, 0.00, -0.07], [0.05, 0.02, 0.06], [-0.08, 0.02, -0.08], [-0.01, 0.06, 0.00], [0.06, -0.05, 0.02], [0.04, 0.09, -0.03], [0.05, 0.08, 0.04], [-0.03, -0.01, 0.02], [-0.01, -0.09, 0.00], [0.03, -0.04, 0.04], [-0.11, -0.30, -0.08], [0.05, 0.15, -0.06], [-0.23, 0.39, 0.05], [0.00, 0.00, 0.01], [-0.02, -0.01, -0.01], [-0.04, -0.02, -0.02], [0.04, -0.02, -0.02], [-0.01, 0.00, -0.02], [0.00, -0.03, 0.01], [0.02, -0.10, 0.00], [0.02, 0.04, 0.02], [0.00, 0.05, -0.01], [0.00, 0.00, 0.00], [0.01, 0.01, -0.02], [0.04, 0.00, -0.05], [-0.13, 0.23, -0.30], [0.06, -0.04, -0.06], [1.04, -0.92, 0.98], [-0.44, 0.08, 0.06], [-0.03, -0.11, -0.03], [-0.08, -0.04, -0.10], [-0.11, 0.28, 0.11], [-0.11, -0.05, 0.10], [0.05, 0.01, -0.05], [-0.01, -0.01, 0.00], [-0.02, 0.02, 0.02], [-0.05, 0.04, 0.04], [0.03, -0.02, -0.10], [-0.03, -0.02, 0.04], [0.01, 0.02, 0.00], [-0.08, 0.07, 0.06], [-0.04, -0.04, -0.08], [0.05, 0.03, -0.02], [0.04, 0.09, -0.03], [0.00, 0.02, 0.01], [0.06, -0.02, 0.03], [-0.01, 0.00, 0.01], [0.03, 0.03, 0.06], [-0.05, 0.05, -0.02], [0.07, 0.03, -0.04], [0.03, -0.04, 0.05], [0.01, 0.00, -0.06], [-0.08, 0.02, -0.03], [0.06, -0.09, -0.12], [0.02, -0.01, 0.02], [-0.11, 0.23, 0.07], [0.36, -0.87, -0.54], [0.00, 0.10, -0.04], [-0.09, 0.13, 0.13], [-0.14, 0.63, 0.71], [-0.08, 0.01, -0.04], [-0.02, 0.04, 0.03], [-0.01, 0.02, 0.02], [0.02, 0.01, -0.01], [0.01, 0.04, 0.01], [0.02, 0.04, 0.02], [-0.02, -0.06, 0.08], [0.00, 0.02, -0.01], [0.00, 0.01, 0.03]], "lowdin_charge": [0.318, -0.029, -0.409, 0.061, -0.045, -0.920, 0.514, -0.151, 0.082, 0.066, 0.078, 0.061, 0.102, 0.045, 0.038, -0.079, -0.296, -0.022, -0.194, -0.018, -0.059, -0.214, -0.040, -0.036, -0.680, -0.071, -0.081, 0.063, 0.066, 0.068, 0.104, 0.074, 0.070, 0.074, 0.083, 0.080, 0.064, 0.103, -0.163, -0.546, -0.160, 1.571, -0.555, -0.177, -0.166, -0.558, -0.175, -0.165, 0.064, 0.055, 0.037, 0.062, 0.052, 0.066, 0.042, 0.049, 0.043, 0.039, 0.067, 0.056, 0.066, 0.048, 0.065, 0.036, 0.067, 0.050, 0.035, 0.034, 0.068, -0.198, 0.161, -0.203, -0.202, -0.453, 0.004, 0.003, 0.008, 0.002, 0.005, 0.005, 0.005, -0.028, 0.011]}


Record 2
{"formula": "C43H45BrF3MnN10O7P", "method": "ωB97M-V/def2-TZVPD", "de_lowest_kj_mol": 0.0, "orbital_gap_ev": [7.717, 7.839], "total_energy_ha": -7105.831344, "s_squared": 6.066, "spin_multiplicity": 5, "charge": 1, "species": ["Mn", "C", "O", "C", "C", "C", "Br", "C", "C", "C", "O", "C", "N", "C", "C", "C", "C", "C", "C", "N", "H", "H", "H", "H", "H", "H", "H", "H", "H", "H", "H", "C", "N", "C", "N", "C", "N", "C", "C", "C", "C", "C", "C", "C", "N", "N", "C", "O", "C", "C", "C", "C", "C", "C", "N", "C", "N", "C", "N", "C", "H", "H", "H", "H", "H", "H", "H", "H", "H", "H", "H", "H", "H", "H", "H", "H", "F", "C", "F", "F", "C", "C", "C", "C", "O", "P", "O", "O", "O", "C", "C", "C", "C", "H", "H", "H", "H", "H", "H", "H", "H", "H", "H", "H", "H", "H", "H", "H", "H", "H", "H"], "positions_angstrom": [[-0.19531, -0.45225, 0.40138], [-1.61786, -3.61464, 1.55462], [-1.62624, -2.52591, 0.62830], [-2.14918, -2.71318, -0.61038], [-2.74745, -3.83002, -1.14327], [-3.23210, -3.80001, -2.46325], [-3.84213, -5.47119, -3.13453], [-3.19467, -2.67462, -3.26884], [-2.57197, -1.57757, -2.71499], [-2.05393, -1.59622, -1.41395], [-1.57131, -0.45651, -0.92585], [-2.33050, -0.38310, -3.48268], [-1.82547, 0.76499, -3.06373], [-1.72076, 1.70592, -4.08218], [-1.14637, 2.96611, -4.09722], [-1.16225, 3.52993, -5.37476], [-1.68365, 2.85994, -6.53780], [-2.24925, 1.61069, -6.41380], [-2.24761, 1.06763, -5.17103], [-2.66842, -0.18947, -4.75319], [-2.59181, -4.06213, 1.59651], [-1.31472, -3.21588, 2.51477], [-0.89566, -4.38861, 1.17404], [-2.82123, -4.72850, -0.58704], [-3.66964, -2.76214, -4.21218], [-1.44242, 0.71948, -2.13664], [-0.80995, 3.49514, -3.22024], [-0.87970, 4.55836, -5.50326], [-1.67724, 3.39002, -7.48498], [-2.76044, 1.15916, -7.23436], [-2.98840, -0.94163, -5.33968], [2.79283, 3.67605, -2.39037], [1.94281, 2.94311, -1.42693], [1.68438, 1.65625, -1.30587], [0.81148, 1.43850, -0.30617], [0.51676, 2.70669, 0.13425], [1.16198, 3.65524, -0.54316], [3.97810, 2.89485, -2.93917], [4.35799, 3.07828, -4.26663], [5.42971, 2.36067, -4.81537], [6.11261, 1.44502, -4.07835], [5.74577, 1.25999, -2.71763], [4.72759, 1.96652, -2.16097], [6.34457, 0.17142, -1.96014], [7.24708, -0.67034, -2.30952], [7.37487, -1.60245, -1.26750], [6.50408, -1.25740, -0.38106], [5.87924, -0.08060, -0.69621], [6.17965, -1.83763, 0.94130], [6.32815, -3.19965, 1.19579], [5.84988, -3.68308, 2.39195], [5.23426, -2.86836, 3.35963], [5.06163, -1.53582, 3.06794], [4.12416, -0.65547, 3.84194], [2.78138, -0.68032, 3.23480], [2.37305, -0.75463, 1.96909], [1.05170, -0.86456, 1.93177], [0.69403, -0.83874, 3.24000], [1.70250, -0.74696, 4.07137], [5.57046, -1.03010, 1.87217], [3.14971, 4.49134, -1.81451], [2.17220, 4.06843, -3.16650], [2.09450, 0.88076, -1.94657], [-0.14680, 2.86672, 0.93861], [3.69476, 3.65627, -4.90752], [5.69728, 2.51081, -5.85749], [6.93669, 0.84720, -4.52280], [4.40896, 1.67608, -1.17932], [6.79446, -3.88812, 0.48301], [5.98792, -4.72586, 2.65933], [4.80269, -3.28079, 4.28430], [4.47815, 0.38573, 3.93222], [3.99612, -1.11553, 4.82596], [3.03127, -0.87662, 1.13933], [-0.34969, -1.00693, 3.51267], [5.50889, 0.05269, 1.72880], [2.27845, -1.32659, -0.77521], [0.92215, -1.58910, -0.91714], [0.69776, -1.36096, -2.26536], [0.84750, -2.93062, -0.77459], [-5.35388, -1.03070, -0.11735], [-4.99575, -0.69424, 1.32000], [-5.07549, -1.95987, 2.16955], [-5.89183, 0.39641, 1.86694], [-3.63375, -0.19656, 1.22991], [-2.56769, 0.09828, 2.35395], [-2.37359, -1.06985, 3.26751], [-1.29905, 0.54288, 1.57632], [-3.06447, 1.45183, 3.05641], [-2.94081, 1.81053, 4.48488], [-3.82515, 0.86881, 5.33773], [-3.49514, 3.20529, 4.51408], [-1.52263, 1.80240, 4.97676], [-6.38876, -1.29121, -0.26375], [-4.75200, -1.89412, -0.42024], [-5.14480, -0.20529, -0.79752], [-6.05559, -2.42024, 2.02290], [-4.96197, -1.74190, 3.25390], [-4.28945, -2.66162, 1.89996], [-6.98781, 0.12856, 1.76733], [-5.76307, 1.29809, 1.31899], [-5.82122, 0.60142, 2.91360], [-4.87740, 0.90486, 5.03861], [-3.75363, 1.16779, 6.40627], [-3.47775, -0.15848, 5.24298], [-4.50524, 3.29929, 4.07310], [-2.91740, 3.99997, 4.02837], [-3.61809, 3.59456, 5.54270], [-1.05781, 0.81255, 4.83216], [-1.55933, 1.99974, 6.02840], [-0.90747, 2.61562, 4.51154]], "atomic_forces_ev_per_a": [[-0.76, 0.00, -0.21], [1.19, -0.80, -0.99], [-0.03, 0.06, 0.02], [-0.07, -0.50, 0.31], [0.21, 0.42, -0.45], [0.01, -0.34, 0.15], [-0.16, 0.30, -0.08], [-0.08, -1.83, 1.32], [0.68, 0.83, 0.14], [-0.22, 2.06, -0.45], [0.45, -0.62, 0.20], [-0.84, 0.60, -0.19], [0.54, 0.16, 0.49], [0.52, -0.81, 1.52], [-0.55, 0.15, -1.57], [-0.50, -0.30, -0.52], [0.43, 0.78, 1.36], [-0.14, 1.09, -1.14], [-0.37, -0.91, -0.13], [-0.10, -0.65, -0.85], [-0.57, -0.15, 0.27], [-0.11, 0.05, -0.01], [-0.53, 0.63, 0.48], [-0.08, -0.70, 0.40], [-0.10, 0.32, -0.89], [0.20, 0.47, 0.88], [0.08, -0.03, 0.09], [0.39, 0.21, -0.01], [-0.02, -0.14, 0.15], [-0.03, -0.41, -0.49], [-0.08, 0.16, -0.20], [0.40, -1.13, 0.61], [-0.82, 0.47, 0.11], [-0.33, -0.94, 0.31], [0.30, 0.66, -0.62], [1.44, -0.11, -1.71], [0.12, -0.93, 0.49], [0.38, -0.66, 0.00], [-0.69, -0.40, 0.37], [-0.34, 0.63, -0.59], [0.93, -0.72, 0.84], [0.84, -0.59, -1.30], [-1.51, 1.07, -0.46], [0.42, -0.24, 0.88], [0.11, -0.38, -0.05], [-0.69, 0.20, -0.19], [0.81, 0.68, 0.56], [-0.32, -0.55, -0.56], [0.07, 0.00, -1.15], [0.06, -0.24, -0.10], [0.16, -0.45, 1.33], [-0.32, -0.50, -0.32], [-0.18, 0.56, -0.78], [0.33, -0.25, 0.43], [-0.53, -0.11, 0.15], [0.72, -0.41, 0.54], [0.72, 0.23, 0.04], [-0.77, -0.50, 0.78], [-0.10, 0.08, -0.67], [0.01, 0.79, 0.63], [0.36, 0.97, 0.47], [-0.38, 0.13, -0.63], [0.04, 0.23, 0.24], [-0.61, 0.35, 0.61], [0.40, 0.20, 0.04], [-0.12, -0.01, 0.13], [-0.73, 0.46, 0.48], [-0.07, 0.28, 0.46], [-0.21, 0.48, 0.17], [-0.04, 0.02, -0.27], [0.37, 0.05, -0.52], [-0.21, -0.45, -0.02], [-0.15, 0.51, -0.02], [0.23, 0.31, -0.27], [0.29, 0.32, 0.23], [-0.12, -0.38, -0.28], [-0.21, 0.16, -0.16], [0.95, -0.40, -0.68], [-0.02, 0.10, 0.70], [-0.28, 0.13, 0.09], [0.60, -0.16, -0.36], [-0.32, -0.17, 0.41], [-0.02, 0.30, 0.83], [-2.04, -0.72, -0.25], [0.12, 0.31, -0.27], [-0.04, -0.10, 0.82], [0.09, 0.76, -0.27], [-0.14, -0.09, 0.10], [0.23, -0.76, 0.04], [-1.03, -0.20, -0.32], [0.32, 0.27, 0.25], [-1.20, 1.75, 0.57], [0.96, -0.02, -0.89], [-0.47, -0.13, 0.30], [-0.07, 0.13, -0.13], [0.15, 0.13, 0.10], [0.09, -0.02, -0.04], [-0.01, -0.08, -0.70], [-0.04, -0.04, -0.11], [1.15, -0.03, -0.22], [0.24, 0.87, -0.45], [0.69, 0.05, 0.70], [0.19, 0.15, -0.03], [-0.07, -0.14, -0.67], [0.05, -0.01, 0.01], [0.40, -0.47, 0.10], [0.38, -0.57, -0.23], [0.15, -0.51, -0.20], [-0.08, 0.45, 0.04], [0.12, 0.11, 0.71], [-0.47, -0.82, 0.19]], "mulliken_spin": [4.026, 0.000, 0.033, -0.022, 0.000, 0.003, 0.000, 0.000, 0.002, 0.001, -0.034, -0.008, -0.001, 0.000, 0.000, 0.000, 0.000, 0.001, 0.000, 0.001, 0.002, -0.002, -0.001, 0.000, 0.001, 0.020, 0.000, 0.000, 0.000, 0.000, 0.000, 0.000, 0.001, 0.031, 0.049, 0.013, 0.004, 0.000, 0.000, 0.000, 0.000, 0.000, 0.000, 0.000, 0.000, 0.000, 0.000, 0.000, 0.000, 0.000, 0.000, 0.000, 0.001, -0.001, 0.003, 0.023, -0.035, 0.030, -0.001, 0.000, 0.000, 0.000, -0.005, 0.000, 0.000, 0.000, 0.000, 0.000, 0.000, 0.000, 0.000, 0.000, 0.000, 0.004, -0.003, 0.000, -0.002, -0.175, -0.006, -0.007, -0.001, 0.002, 0.000, 0.000, 0.022, -0.006, 0.004, 0.042, -0.008, 0.000, 0.000, 0.000, 0.001, 0.000, 0.000, 0.000, 0.000, 0.000, 0.000, 0.000, 0.000, 0.000, 0.000, 0.000, 0.000, 0.000, 0.000, 0.000, -0.001, 0.000, -0.001]}